[1]
Molecular formula: C50H66BCl2N4O3RhSSb
Method: DFT, ωB97M-V/def2-TZVPD

```
! RIJCOSX wB97M-V def2-TZVPD def2/J DEFGRID3
* xyz -1 1
H -5.10179 4.54435 -1.51190
C 0.59426 1.74437 0.44054
H 4.48042 -0.88627 -0.32859
Rh -0.02001 -1.13870 1.32257
C 6.41516 -2.15111 -1.76114
C -4.89682 1.08255 -1.68380
C 0.23169 0.81439 1.44516
C 0.91215 -1.67105 -5.33855
H 0.62385 1.39760 -0.58076
H 8.91191 0.82009 1.09790
C 5.80954 -3.18148 -0.81348
H 1.84080 2.10697 -3.12639
H -4.72454 -0.80995 -0.60441
H -0.85407 -2.57040 7.53070
C 8.07562 0.26404 1.50312
H -3.84537 1.37347 3.16842
H 1.17904 3.73007 -0.08622
H 1.36402 -1.03167 -6.10243
C 4.32275 -2.97360 -0.55251
H -1.18144 -5.20209 4.16081
H -2.96425 4.46831 1.38545
H -5.45001 3.19210 2.47079
H -1.48987 4.62334 -0.26865
H 0.15490 -2.29444 -5.81692
H 1.67697 -2.32937 -4.92919
H 5.08680 -1.72071 2.93996
C -0.96155 -5.45936 -1.12820
H 3.91673 -3.74705 0.09611
H 0.52472 3.05630 4.07098
C -2.12393 -5.63411 -0.39728
H -6.33032 -0.47383 -1.26865
H 7.39046 -2.57232 3.22353
H 9.30013 -1.31650 2.28015
H -6.84229 1.49125 -2.51148
H -4.02410 5.24033 -0.30085
H -1.45113 0.47945 -4.04761
C -2.68211 -4.53142 0.22676
C -0.30965 -0.35154 6.08072
H 5.87147 -2.11833 -2.70904
H 0.09528 1.65952 5.53685
H 3.28047 0.20047 -2.80883
C -0.06944 0.64674 5.19777
C 0.24546 1.34708 2.76565
H -2.57970 -6.61215 -0.30855
C 8.29247 -0.93440 2.16803
N -0.20946 -0.86179 3.33636
C -2.09582 -3.28377 0.09475
H 0.17837 1.94378 -3.69629
H -4.30962 0.36586 1.79236
H -1.26057 -4.83165 6.61824
C -3.81233 2.44653 1.29009
C -0.02633 0.37078 3.80205
C 0.53821 2.68908 3.05006
H -3.58483 -4.61735 0.81769
H -6.44173 2.52920 -1.13899
H -5.97681 2.20361 1.10928
N 4.07631 -1.70320 0.09781
H -1.80270 3.17986 1.75132
H -2.60814 0.77844 2.04100
Sb -3.09634 1.93614 -0.71937
N 3.26760 -0.21458 1.66253
C -3.63223 1.16183 2.11150
C -3.00991 3.68885 -3.21888
H 3.12252 -0.29534 -4.50767
O 0.81195 -0.07259 -2.09448
H -5.42319 3.85805 0.83342
C -1.04205 -4.00328 5.95564
C 2.69378 -0.40034 -3.50790
C -0.93290 -3.02433 -0.67446
H 6.59063 1.70240 0.87998
H 5.93658 -4.18426 -1.23026
C -0.99423 -4.21340 4.56220
N -0.36592 -1.78056 -0.76117
C -0.71371 -3.18206 3.70903
H 3.75696 -3.02719 -1.48426
C 1.18787 1.55044 -3.80224
C 5.71087 0.03497 1.87377
C -0.81462 -2.75384 6.46208
H -3.98516 3.39101 -3.60648
C -0.93119 -0.07950 -4.82691
H 1.52703 1.72296 -4.82794
C 7.22050 -1.64233 2.69575
C 3.20085 -1.50006 1.09999
C 5.92800 -1.16468 2.54044
H -0.67938 -3.34006 2.63921
C -3.00848 3.91337 -1.70431
H -1.52058 5.47814 -1.82070
C -4.09244 4.92414 -1.34381
H -3.96934 5.82487 -1.96285
H 7.45964 -2.38038 -1.98062
H -0.47183 -6.29579 -1.60875
Cl 1.13930 -4.14821 -2.07842
C 1.24503 0.07345 -3.44059
C 4.33571 0.64067 1.74528
H -3.58083 -0.29691 -2.74655
C 0.86463 3.55486 2.03114
C -4.38780 0.40934 -2.96159
Cl -2.88260 -1.97812 0.93887
H 6.34481 -3.16439 0.14016
H -1.63295 -0.80190 -5.24726
C -0.47147 -1.88410 4.21393
O -0.25369 -1.73292 -3.25418
H -2.28212 2.92799 -3.51656
C -6.02612 2.04826 -2.02874
C -0.53104 -1.66920 5.60377
H -0.34405 -0.16114 7.14791
C 0.25302 -0.84214 -4.24440
C 0.90081 3.06038 0.72286
H -0.82995 3.84954 -1.70029
C -5.24439 2.95260 1.41764
H -5.78511 0.35228 0.19056
H -0.62872 0.61383 -5.61569
C -1.63723 4.49494 -1.34259
H -5.20410 -0.15412 -3.43458
C -5.45635 -0.01932 -0.78135
H 2.34441 0.19843 1.81224
O 4.19817 1.84093 1.80638
C 6.78515 0.75629 1.36870
H -4.01849 1.13035 -3.69631
H 2.76798 -1.44365 -3.20310
H -2.72855 4.62377 -3.72285
C -2.84680 3.48882 1.85619
H 1.10582 4.59022 2.24000
S 2.09503 -2.57978 1.67623
B 0.04889 -1.24321 -1.97254
H 6.40074 -1.14530 -1.33151
H -3.04211 3.61511 2.93010
C -0.38662 -4.20437 -1.23714
H -5.71893 2.83386 -2.72046
*
```

Results
Electronic energy in Ha: -4084.05429
HOMO (alpha / beta) in eV: -2.827 / -2.826
Frontier orbital gap (alpha / beta) in eV: 5.222 / 5.221
Maximum force in eV/A: 0.70
LUMO energy (alpha / beta) in Ha: 0.08803 / 0.08803

Here are the Mulliken charges for atoms 1 to 2, given in e: H 0.197; C 1.578


[2]
Molecular formula: C50H70N12
Method: DFT, ωB97M-V/def2-TZVPD

```
! RIJCOSX wB97M-V def2-TZVPD def2/J DEFGRID3
* xyz 0 1
C 2.51021 -15.24664 -15.15279
C 9.61049 -4.91574 -15.95647
C -3.92162 -13.94656 -18.65438
H 2.93715 -9.18224 -11.97057
C -1.49389 -19.81585 -9.73418
H -6.62473 -13.07390 -20.47002
H 2.57359 -14.54794 -14.33170
H 2.81687 -7.76463 -16.06541
C 9.10479 -15.05330 -12.41186
C 8.18782 -14.12316 -12.70095
H 9.15058 -12.91498 -9.93323
H 5.26408 -7.61166 -12.59888
C 5.35699 -18.55776 -8.12052
H 2.20892 -24.41982 -17.89864
N 6.31631 -17.61010 -7.91007
H -7.12612 -14.65396 -18.38938
C -5.88836 -13.46803 -19.78532
H 9.10606 -9.12521 -17.34969
H 7.09269 -3.61933 -18.90404
N 6.58720 -16.13809 -22.50481
C 3.35234 -24.17413 -15.95414
H -6.39999 -20.02460 -18.19873
H 9.85385 -7.47583 -16.11171
C -4.92441 -20.03499 -15.26276
C 7.15331 -17.37989 -20.72240
H 6.55198 -17.68559 -23.95804
C 9.53488 -5.12984 -14.51042
H 4.87532 -6.86218 -14.96379
H -0.79049 -19.00935 -9.58860
H 9.31405 -16.02406 -12.83638
C -3.18473 -20.95354 -9.01936
C 3.18792 -24.96169 -14.74805
C 3.26188 -8.66160 -12.85932
H 8.69810 -4.55629 -14.11177
C -6.16533 -14.27450 -18.70448
N -2.66349 -19.73928 -9.02695
H 10.61759 -4.93738 -16.37288
H -3.75135 -19.95476 -18.29118
H -2.10020 -14.80128 -11.46569
H 10.59620 -15.10878 -10.90308
H 1.21888 -6.86627 -22.87470
C 3.04872 -9.43108 -21.83380
H 4.82512 -17.79929 -4.98039
H 7.62047 -8.26632 -17.19108
C 7.04199 -16.03724 -21.23190
C -5.74556 -20.07197 -17.34090
H -4.58717 -19.78086 -14.26873
H -4.81808 -14.44716 -11.45220
H 7.45866 -17.75611 -19.75719
N 8.85449 -5.84746 -16.86931
H 7.21551 -15.15952 -20.62701
H 3.69529 -7.58318 -22.85901
H 8.19849 -3.06039 -17.71960
H -2.90779 -14.12090 -18.32550
H 1.61828 -9.37765 -14.16450
H -1.08697 -13.02177 -9.71598
C 1.71415 -9.78361 -21.51785
C -2.12102 -13.13316 -10.00705
H -2.49283 -22.89944 -9.96968
C -2.40673 -21.83258 -9.82547
H 0.96893 -26.10371 -16.70729
H 9.38057 -4.92372 -18.63609
H 4.12632 -23.43983 -16.12191
C 9.77466 -14.57202 -11.35402
H 6.94099 -16.51347 -6.15191
H 8.50970 -8.27588 -18.76743
C 2.27574 -16.62577 -15.14022
H 10.47866 -4.93909 -13.99953
H 9.29776 -3.90726 -16.22718
C 9.10630 -13.49595 -10.84258
H 1.30751 -10.58139 -20.91404
H 6.76197 -17.05349 -8.62539
H 7.29716 -12.60589 -11.57553
C -2.66832 -14.07679 -10.90112
N -4.36441 -12.96448 -10.00836
H 3.90074 -10.05537 -21.60858
H 2.03684 -17.26880 -14.30605
C 2.54803 -8.84101 -14.04630
C 8.44660 -5.23988 -18.17147
N 8.02600 -13.29983 -11.66120
C 4.57733 -18.69418 -7.04086
N 1.68762 -25.58183 -16.22642
H -4.82446 -15.19490 -17.22632
N -4.97125 -14.53636 -17.97790
C 2.35984 -17.07082 -16.51519
H -3.90064 -12.78518 -20.54415
C 6.29295 -17.28023 -6.55006
N 1.62670 -7.69012 -22.45631
N 2.75414 -15.98506 -17.25842
H 9.29204 -6.17960 -14.34569
C -4.05575 -13.92422 -10.89382
N 4.23562 -7.45265 -14.45171
C 4.38519 -7.89257 -13.16016
C -4.35974 -20.01334 -17.40077
H -0.54556 -21.37523 -11.03825
H 1.72135 -26.71757 -14.47520
C 0.89948 -8.69556 -21.85900
C -1.32798 -21.10383 -10.34503
H 6.83668 -19.29713 -21.76649
H -7.13933 -19.96026 -15.70066
C 2.15377 -25.87272 -14.99061
C -6.12275 -20.13830 -16.01885
C 3.09034 -7.96829 -15.04065
C 6.83367 -18.21771 -21.80162
H 6.43513 -15.26425 -22.98792
C 8.59273 -8.22286 -17.68190
H 5.23349 -19.04866 -9.07455
H -3.39384 -11.64305 -8.85680
H 3.65160 -19.24361 -6.95401
H 3.05972 -15.95652 -18.22067
H -2.92126 -18.98819 -8.40284
C 6.68825 -17.43195 -22.91713
N -3.83994 -20.16229 -16.11467
H 3.12741 -13.94008 -16.85989
C 2.42541 -24.66369 -16.86905
H 8.04950 -5.91634 -18.92832
H 7.41103 -14.12373 -13.45128
H -4.08313 -21.20051 -8.47321
H -0.15837 -8.61107 -21.65846
C 7.62244 -3.93997 -18.00701
H 3.69152 -24.91233 -13.79393
H 10.45237 -7.22167 -17.74523
C 2.82750 -14.89047 -16.44370
H 6.78142 -4.13741 -17.34233
C 2.90897 -8.13021 -22.36015
C 5.18371 -17.89694 -5.99443
C -4.45192 -13.30204 -19.77257
H -5.31207 -12.72473 -9.75431
H -2.86636 -20.32400 -15.89997
C -3.21639 -12.41377 -9.59226
H 2.28590 -18.04075 -16.98440
C 9.57127 -7.13858 -17.10894
*
```

Results
Electronic energy in Ha: -2603.97373
HOMO in eV: -7.814
Frontier orbital gap in eV: 8.073
Relative energy (zero: lowest compared OMol25 entry of this formula, charge and spin) in kcal per mole: 153.9
Maximum force in eV/A: 4.49
LUMO energy in Ha: 0.00952

Here are the Mulliken charges for atoms 1 to 2, given in e: C -0.494; C -0.469


[3]
Molecular formula: C50H73ClFN19OS3
Method: DFT, ωB97M-V/def2-TZVPD

```
! RIJCOSX wB97M-V def2-TZVPD def2/J DEFGRID3
* xyz 0 1
N 4.37889 2.88587 0.95689
C 1.39252 -2.93551 -7.53811
H -3.64731 -0.24246 -4.42813
C -9.92374 4.09552 -2.30442
H 2.03542 0.49432 2.74623
H 3.08918 1.55263 0.13081
H 0.30442 -2.92909 -7.50182
C -0.05150 4.95202 6.98116
Cl -0.56732 2.25642 4.20506
H 1.74807 -1.93403 -7.76096
N -9.47078 -1.86850 0.60711
C 1.61106 2.51288 2.00802
H 1.54428 3.13202 2.90822
H 4.98579 -2.24299 -12.46826
C -4.19177 -0.55900 0.36678
H 7.10801 6.84052 10.38521
C 1.93030 -3.38205 -6.25567
H 4.20993 5.37216 7.12280
O -5.87428 -2.02061 -0.70177
H 6.28988 -0.68198 -0.83868
H 0.88242 1.62420 -8.48761
N -1.42722 0.62900 -6.49172
C 1.39386 0.79930 -7.99708
C -3.16094 -2.82853 4.50416
H -3.54360 -1.13902 -0.29675
H -9.74522 -1.51896 5.42240
H -5.73055 -0.02595 -1.01874
H 5.12178 3.88656 7.43238
H -6.35766 -0.42470 0.57950
C -0.11531 1.78444 0.26476
N -12.17977 -3.51268 5.27955
H 5.32800 -8.53894 -0.70099
F -3.06486 1.44669 3.07155
H -6.43679 -3.86795 -0.06239
C 5.07632 4.95511 7.63184
C 3.23957 -8.40872 -0.56369
C -10.88661 -3.74789 1.73149
C -2.14822 0.64372 -5.59736
H -10.21901 4.92813 -0.40372
C 1.54830 -5.56665 -2.00530
C 2.66521 0.52606 -8.66348
C -10.26056 -2.02598 6.23630
H 1.56971 1.06038 -6.95565
H 7.98436 8.21447 11.08273
H -8.32851 0.77545 -2.39545
H 4.31866 0.74457 1.08986
C -6.86237 1.12971 -3.85095
N -5.58213 -2.62819 3.55309
H 5.79279 -3.33464 -1.75542
H -4.61009 1.43489 1.03125
H 6.61713 3.09314 -4.09270
H 8.50931 6.55751 11.43104
N 1.13002 -3.41324 -0.59584
H -10.86813 -3.62745 2.81303
N 7.26973 1.85376 -1.27059
H -4.15831 -1.01010 1.36414
H -0.58161 5.76999 6.49742
H -2.46240 0.72145 -3.52853
H -9.54832 -2.64686 6.77596
H -0.68177 4.06464 6.97214
H 5.12369 -1.55943 0.97348
N 2.16966 4.46199 5.70448
S 3.20743 -0.35400 -2.27209
N 2.35363 -3.73265 -5.24906
C -6.35878 -2.85968 0.34645
H 5.49598 -2.65178 -10.82008
N 9.65652 7.27264 8.58402
H 0.85411 -6.34622 -1.70758
H 4.19940 -1.47084 -11.07632
C 4.64401 -2.39402 -11.44598
S -0.09386 1.38698 -2.06710
N 2.87535 -4.31039 -11.36935
S 2.44343 -0.75147 0.53093
H 3.36310 1.67778 2.92214
H 6.06115 5.54310 1.19378
C 3.24987 0.87235 0.94699
C 5.25975 -2.38164 -1.85739
H -8.59228 2.23528 -3.37504
C 4.96872 5.18803 9.07012
C -5.63112 -0.73655 -0.18464
C -0.81290 1.93643 2.50860
H 1.98014 3.18854 1.23516
C -3.89101 0.94097 0.37052
H -3.70685 1.52192 -4.50250
C -9.48764 4.95725 -1.20894
C 6.36217 4.57307 0.80184
C 6.32207 -1.25512 -1.76547
N 4.23112 -2.35054 -0.80859
H 7.17200 1.43478 -4.38457
C 1.19450 4.68042 6.26912
H 8.35279 2.72715 -4.09626
C 8.09082 7.21307 10.67002
H 4.72016 -7.76311 0.77348
C 3.65495 -3.46853 -11.40302
C 7.31259 2.07845 -2.39488
H 4.84177 -2.40151 -2.86268
H 2.56278 -5.91741 -1.84742
H 7.31589 -1.69636 -1.88204
C -4.51920 -2.71644 3.97738
H -4.00345 1.29996 -0.65666
C -10.09660 -2.69335 1.10196
C -2.49747 1.29975 0.81497
H -10.47609 -4.72259 1.47446
C 5.24591 3.63678 0.88852
H 3.90338 -2.79430 2.44287
H 4.49461 -4.29683 1.79255
H -10.67278 -1.28269 6.91587
H -5.62633 -2.83097 1.15966
H 5.77398 -3.07444 0.37771
H 1.40993 -5.34414 -3.06171
H 0.75847 -0.08010 -8.03848
C 2.56221 1.32479 2.27068
N 3.66450 0.31144 -9.18625
H -11.91750 -3.69388 1.38766
H 7.20317 4.19780 1.38146
C -3.04570 0.66249 -4.44607
H -9.38713 5.98131 -1.56301
C 1.31421 -4.36211 -1.21550
H 1.71849 -3.60963 -8.32930
N -6.09444 0.74526 -4.61305
C 3.40870 -1.25369 -0.90302
N 4.88409 5.37206 10.20044
H 2.98757 -3.52080 1.13154
H -2.44630 -2.83556 3.68274
C -1.43411 1.39587 -0.14141
N -1.57352 1.14805 -1.44815
H -8.52611 4.61531 -0.82949
C 7.36740 2.35031 -3.82887
H -2.94683 -1.98275 5.15485
H -7.30453 -2.50896 0.77470
C -11.33630 -2.85773 5.70047
N 0.72298 1.83051 -0.77949
H 6.66892 4.68476 -0.23605
C -2.13381 1.55414 2.09834
C 3.99497 -3.36463 1.51218
H 4.59805 -9.52200 0.58177
H 5.97883 5.42809 7.24775
H 0.16474 5.22617 8.01210
C 4.55095 -8.56800 0.06044
H -3.06036 -3.75119 5.07238
H -7.33048 2.21714 -2.12185
C 4.84430 -2.51981 0.53437
C 0.22012 2.07820 1.62311
C 8.96990 7.24642 9.50330
N -10.26647 3.41693 -3.16417
H 6.14932 -0.54894 -2.57884
N 2.20992 -8.28367 -1.05426
C -7.83699 1.61886 -2.87915
*
```

Results
Electronic energy in Ha: -4819.04419
HOMO in eV: -7.194
Frontier orbital gap in eV: 7.037
Maximum force in eV/A: 2.58
LUMO energy in Ha: -0.00577

Here are the Mulliken charges for atoms 1 to 2, given in e: N -0.157; C -0.174